(1)
Here is C37H34BrCuN8O4PS as an isolated structure from the OMol25 dataset. Energies are from ωB97M-V/def2-TZVPD.

The multiplicity is 2. The calculation puts the total energy at -193831.942 eV. As for the energy relative to the best compared isomer or geometry (same formula, charge and spin): 0.000 eV. As for the total charge: 0. The highest occupied orbital energy comes out at -6.98 eV.

Atoms and positions in Å:
1 Cu 2.050 1.322 0.039
2 Br 6.742 0.770 5.989
3 C 5.415 0.807 4.706
4 C 4.067 0.511 5.119
5 C 3.057 0.378 4.193
6 C 3.264 0.633 2.806
7 O 2.244 0.711 2.024
8 C 4.666 0.881 2.351
9 C 4.976 1.298 1.032
10 N 4.151 1.110 -0.002
11 C 4.662 1.250 -1.272
12 C 5.996 1.055 -1.593
13 C 6.445 1.181 -2.915
14 C 5.554 1.542 -3.910
15 C 4.149 1.750 -3.719
16 C 3.187 2.113 -4.684
17 C 1.910 2.433 -4.239
18 C 1.654 2.336 -2.854
19 N 2.480 1.823 -1.963
20 C 3.730 1.598 -2.352
21 C 5.680 1.023 3.346
22 H 3.972 0.302 6.167
23 H 1.994 0.258 4.452
24 H 5.888 1.908 0.920
25 H 6.749 0.981 -0.845
26 H 7.511 1.230 -3.172
27 H 5.929 1.660 -4.958
28 H 3.478 2.143 -5.737
29 H 1.165 2.769 -4.938
30 H 0.667 2.586 -2.483
31 H 6.685 1.335 3.036
32 C -0.612 5.184 0.637
33 C 0.719 5.332 0.249
34 C 1.452 4.150 0.049
35 C 0.974 2.902 0.338
36 C -0.304 2.822 0.836
37 C -1.070 3.974 1.001
38 H -1.308 6.018 0.777
39 H 1.060 6.321 -0.099
40 H 2.511 4.239 -0.266
41 H -0.747 1.879 1.037
42 H -2.077 3.863 1.427
43 O -1.106 -8.303 2.566
44 S -1.524 -7.016 2.015
45 O -2.553 -6.922 1.015
46 O -1.493 -5.969 3.078
47 C -0.164 -6.546 0.780
48 N 0.242 -7.557 -0.078
49 C 0.811 -7.053 -1.180
50 C 0.974 -5.685 -1.409
51 C 0.626 -4.774 -0.363
52 N 0.065 -5.232 0.737
53 C 0.973 -3.371 -0.315
54 C 1.636 -2.776 -1.384
55 C 1.821 -1.417 -1.341
56 N 1.456 -0.645 -0.316
57 C 0.793 -1.252 0.689
58 C 0.497 -2.603 0.739
59 H 1.099 -7.825 -1.844
60 H 1.330 -5.252 -2.323
61 H 1.836 -3.299 -2.305
62 H 2.267 -0.856 -2.173
63 H 0.529 -0.638 1.532
64 H -0.029 -3.159 1.535
65 C -7.750 0.544 -0.059
66 N -6.832 1.582 0.411
67 C -5.956 0.978 1.514
68 N -5.286 -0.202 1.045
69 C -6.225 -1.174 0.603
70 N -7.129 -0.690 -0.443
71 C -6.353 -0.484 -1.665
72 P -4.871 0.633 -1.462
73 C -5.880 2.018 -0.702
74 C -4.176 0.094 0.118
75 H -8.281 1.080 -0.936
76 H -8.522 0.393 0.765
77 H -7.251 2.480 0.709
78 H -6.546 0.703 2.410
79 H -5.211 1.727 1.797
80 H -6.853 -1.545 1.404
81 H -5.731 -2.032 0.129
82 H -6.981 -0.142 -2.517
83 H -5.992 -1.476 -2.021
84 H -6.560 2.451 -1.479
85 H -5.260 2.822 -0.344
86 H -3.497 0.840 0.594
87 H -3.659 -0.831 -0.052

=====

(2)
Here is C37H34ClN3O3P2RuSe2 as an isolated structure from the OMol25 dataset. Energies are from ωB97M-V/def2-TZVPD.

The multiplicity is 2. The calculation puts the total energy at -213908.981 eV. As for the energy relative to the best compared isomer or geometry (same formula, charge and spin): 1.390 eV. As for the total charge: -1. The highest occupied orbital energy (spin up / spin down) comes out at -4.08 / -4.40 eV.

Atoms and positions in Å:
1 Ru -2.203 -0.847 -0.132
2 C -7.184 -5.629 0.893
3 O -7.964 -4.465 0.659
4 C -7.282 -3.328 0.330
5 C -8.083 -2.241 -0.106
6 C -7.439 -1.100 -0.487
7 C -6.034 -0.951 -0.467
8 C -5.397 0.225 -1.052
9 C -6.186 1.507 -1.272
10 O -4.217 0.244 -1.351
11 C -5.231 -2.018 0.061
12 O -3.988 -1.974 0.276
13 C -5.927 -3.228 0.424
14 H -7.873 -6.469 0.914
15 H -6.658 -5.568 1.849
16 H -6.451 -5.777 0.099
17 H -9.160 -2.347 -0.150
18 H -8.047 -0.282 -0.851
19 H -7.257 1.375 -1.398
20 H -5.772 2.020 -2.136
21 H -6.028 2.142 -0.396
22 H -5.311 -4.029 0.799
23 Se 4.102 1.592 -2.159
24 P 3.749 0.053 -0.762
25 C 4.430 0.419 0.897
26 C 5.215 1.537 1.129
27 C 5.757 1.754 2.398
28 C 5.504 0.857 3.426
29 C 4.705 -0.257 3.196
30 C 4.171 -0.479 1.932
31 C 4.700 -1.452 -1.201
32 C 4.177 -2.678 -1.603
33 C 5.033 -3.705 -1.992
34 C 6.404 -3.523 -1.985
35 C 6.934 -2.299 -1.588
36 C 6.088 -1.271 -1.205
37 C 2.043 -0.415 -0.442
38 C 0.803 0.218 -0.445
39 N -0.108 -0.715 -0.114
40 N 0.519 -1.871 0.074
41 N 1.816 -1.704 -0.131
42 P 0.139 1.858 -0.352
43 Se -1.976 1.694 -0.639
44 C 0.627 2.514 1.268
45 C 1.966 2.724 1.564
46 C 2.346 3.133 2.837
47 C 1.377 3.318 3.814
48 C 0.042 3.109 3.521
49 C -0.337 2.704 2.239
50 C 0.844 2.935 -1.613
51 C 1.457 4.144 -1.311
52 C 1.902 4.973 -2.336
53 C 1.716 4.599 -3.655
54 C 1.077 3.401 -3.959
55 C 0.636 2.572 -2.943
56 H 5.399 2.226 0.310
57 H 6.375 2.627 2.578
58 H 5.927 1.024 4.410
59 H 4.497 -0.954 3.998
60 H 3.546 -1.348 1.749
61 H 3.112 -2.835 -1.596
62 H 4.612 -4.654 -2.301
63 H 7.061 -4.328 -2.292
64 H 8.005 -2.143 -1.585
65 H 6.507 -0.313 -0.920
66 H 2.723 2.574 0.801
67 H 3.393 3.294 3.059
68 H 1.670 3.620 4.814
69 H -0.713 3.252 4.283
70 H -1.377 2.532 1.993
71 H 1.598 4.445 -0.282
72 H 2.397 5.906 -2.098
73 H 2.067 5.244 -4.454
74 H 0.927 3.111 -4.992
75 H 0.142 1.636 -3.175
76 C -1.889 -2.175 -1.754
77 H -1.064 -1.873 -2.405
78 H -2.824 -2.226 -2.322
79 H -1.664 -3.168 -1.355
80 Cl -1.866 -2.098 2.649
81 C -2.183 -0.450 1.933
82 H -1.392 0.198 2.299
83 H -3.153 -0.124 2.293

=====

(3)
Here is C37H34Co2N2O7P as an isolated structure from the OMol25 dataset. Energies are from ωB97M-V/def2-TZVPD.

The multiplicity is 1. The calculation puts the total energy at -140773.317 eV. As for the energy relative to the best compared isomer or geometry (same formula, charge and spin): 0.719 eV. As for the total charge: -1. The highest occupied orbital energy comes out at -2.06 eV.

Atoms and positions in Å:
1 O 1.205 3.018 -1.203
2 C 0.927 1.891 -1.113
3 Co 0.389 0.272 -0.844
4 C 1.199 -0.796 0.333
5 O 1.848 -1.490 1.016
6 C -0.767 1.178 0.128
7 O -1.467 1.857 0.763
8 C 0.285 -0.131 -2.629
9 C 1.468 -0.630 -2.025
10 C 2.849 -0.420 -2.008
11 C 3.819 -1.481 -1.936
12 C 5.103 -1.261 -2.511
13 C 6.139 -2.165 -2.319
14 C 5.920 -3.320 -1.541
15 C 4.633 -3.612 -1.059
16 C 3.578 -2.733 -1.314
17 Co -0.076 -1.752 -2.006
18 C 0.151 -3.039 -0.860
19 O 0.160 -3.961 -0.147
20 C -0.446 -2.538 -3.515
21 O -0.781 -3.070 -4.491
22 P -2.150 -1.437 -1.378
23 C -2.700 -1.323 0.370
24 C -4.059 -1.205 0.702
25 C -4.445 -1.130 2.045
26 C -3.491 -1.208 3.064
27 C -2.145 -1.363 2.730
28 C -1.761 -1.440 1.392
29 C -2.844 0.049 -2.192
30 C -3.477 1.074 -1.486
31 C -3.937 2.210 -2.159
32 C -3.740 2.347 -3.532
33 C -3.086 1.337 -4.242
34 C -2.641 0.190 -3.576
35 C -3.350 -2.730 -1.914
36 C -4.489 -2.455 -2.683
37 C -5.408 -3.473 -2.966
38 C -5.191 -4.770 -2.498
39 C -4.046 -5.052 -1.749
40 C -3.129 -4.038 -1.458
41 H 0.119 0.334 -3.578
42 H 3.207 0.581 -2.303
43 H 5.251 -0.355 -3.103
44 H 7.122 -1.984 -2.768
45 H 6.741 -4.024 -1.360
46 H 4.443 -4.538 -0.500
47 H 2.557 -2.984 -1.011
48 H -4.812 -1.178 -0.089
49 H -5.501 -1.012 2.288
50 H -3.794 -1.153 4.111
51 H -1.382 -1.418 3.507
52 H -0.705 -1.571 1.144
53 H -3.642 0.987 -0.415
54 H -4.450 2.989 -1.596
55 H -4.097 3.238 -4.050
56 H -2.924 1.434 -5.316
57 H -2.135 -0.601 -4.142
58 H -4.671 -1.445 -3.052
59 H -6.303 -3.231 -3.538
60 H -5.924 -5.553 -2.697
61 H -3.871 -6.057 -1.367
62 H -2.244 -4.257 -0.856
63 C 2.001 3.791 5.564
64 C 2.756 4.613 4.550
65 C 1.804 5.651 3.995
66 C 3.957 5.287 5.212
67 O 3.349 3.760 3.481
68 C 2.571 2.843 2.820
69 N 3.402 2.108 2.008
70 N 2.889 1.131 1.127
71 O 1.362 2.699 2.934
72 H 2.663 3.047 6.017
73 H 1.619 4.443 6.362
74 H 1.156 3.301 5.074
75 H 2.307 6.395 3.368
76 H 0.987 5.189 3.432
77 H 1.360 6.188 4.845
78 H 4.481 5.963 4.519
79 H 3.623 5.892 6.067
80 H 4.666 4.538 5.594
81 H 4.341 2.424 1.821
82 H 3.593 0.386 1.075
83 H 2.083 0.751 1.639